# C3H7Br2OP

The molecule C3H7Br2OP in a non-equilibrium geometry (wB97M-V/def2-TZVPD, the Open Molecules 2025 dataset).

Summary:
Total energy, eV: -154646.94364
Energy above the lowest of the compared OMol25 structures with the same formula, charge and spin, kcal/mol: 5.87
SMILES: CC(C)P(=O)(Br)Br
Spin multiplicity: 1

Structure (XYZ):
```
14
C3H7Br2OP (wB97M-V/def2-TZVPD)
C 0.186 -1.580 -0.161
C -0.353 -0.108 -0.401
C 0.189 0.740 -1.378
P -0.189 0.913 1.433
O -0.429 2.343 1.314
Br 1.744 0.444 2.292
Br -1.674 0.010 2.800
H 0.036 -1.949 -1.170
H 1.301 -1.684 0.168
H -0.544 -2.005 0.612
H -1.390 -0.181 -0.472
H 1.293 0.682 -1.413
H 0.076 1.878 -1.237
H -0.245 0.497 -2.386
```